Record 1
{"formula": "C5H15N2", "method": "ωB97M-V with the def2-TZVPD basis set", "total_charge": 1, "smiles": "NCCCCC[NH3+]", "lumo_ev": -3.55, "homo_lumo_gap_ev": 8.81, "de_lowest_ev": 1.238, "symbols": ["N", "N", "C", "C", "C", "C", "C", "H", "H", "H", "H", "H", "H", "H", "H", "H", "H", "H", "H", "H", "H", "H"], "positions_angstrom": [[1.775, 0.959, -2.086], [-1.137, -2.009, 2.024], [0.643, 0.032, 0.352], [0.435, 1.471, -0.142], [0.634, 1.732, -1.698], [-0.478, -0.889, -0.112], [-1.588, -0.965, 0.937], [0.786, 2.819, -1.821], [2.059, 1.074, -3.050], [1.526, -0.252, -0.244], [-1.546, -1.777, 2.931], [-0.122, -1.874, 2.033], [-1.277, -3.014, 1.931], [2.562, 1.323, -1.565], [-0.244, -1.924, -0.345], [-1.831, -0.077, 1.516], [1.223, 2.034, 0.347], [-0.327, 1.493, -2.155], [0.927, -0.035, 1.402], [-0.553, 1.829, 0.156], [-0.940, -0.523, -1.030], [-2.528, -1.426, 0.619]], "forces_ev_per_angstrom": [[0.5, -0.4, -0.7], [0.8, 1.0, 0.3], [0.9, -0.3, -2.3], [0.0, 0.4, -0.1], [-0.7, 0.3, 2.0], [-1.3, 0.2, 0.8], [-0.9, -1.9, 0.3], [-0.3, -0.3, 0.1], [-0.3, 0.0, -0.2], [-0.1, -0.3, 0.6], [0.3, 0.1, 0.1], [0.0, -0.1, 0.7], [-0.4, 0.0, -0.9], [0.2, -0.1, 0.2], [0.6, -0.1, 0.0], [0.3, 0.2, -0.2], [-0.2, 0.5, 0.3], [0.4, -0.4, -0.6], [-0.3, 0.1, 0.2], [0.2, 0.4, 0.1], [0.1, 0.2, 0.0], [0.1, 0.5, -0.5]]}



Record 2
{"formula": "C38H38CrF3N3O2Sb2", "method": "ωB97M-V with the def2-TZVPD basis set", "multiplicity": 5, "lumo_ev": [0.07, -0.11], "homo_lumo_gap_ev": [7.14, 7.20], "symbols": ["Sb", "Sb", "Cr", "F", "F", "F", "O", "O", "N", "N", "N", "C", "C", "C", "C", "C", "C", "C", "C", "C", "C", "C", "C", "C", "C", "C", "C", "C", "C", "C", "C", "C", "C", "C", "C", "C", "C", "C", "C", "C", "C", "C", "C", "C", "C", "C", "C", "C", "C", "H", "H", "H", "H", "H", "H", "H", "H", "H", "H", "H", "H", "H", "H", "H", "H", "H", "H", "H", "H", "H", "H", "H", "H", "H", "H", "H", "H", "H", "H", "H", "H", "H", "H", "H", "H", "H", "H"], "positions_angstrom": [[-1.707, 2.418, -0.138], [1.329, -3.025, -1.541], [-0.536, -1.054, 0.368], [-6.273, 1.790, -4.425], [-5.860, 1.090, 4.390], [-1.921, 8.676, 0.185], [-0.483, -1.738, 2.132], [-0.307, -0.206, -1.345], [1.274, -0.352, 0.588], [-2.294, -1.965, 0.158], [1.741, 0.375, -0.496], [-1.877, 4.571, 0.003], [-2.849, 1.077, 2.405], [0.852, 0.412, -1.444], [3.615, -0.409, 1.230], [-5.319, 2.346, 2.479], [0.519, -1.882, 2.927], [-3.376, 1.102, -2.389], [-1.586, 6.720, -1.072], [1.590, 2.863, -4.857], [-4.693, -1.952, 0.177], [-4.152, 3.321, -1.936], [-4.729, -3.309, 0.448], [-3.251, 2.292, -1.675], [0.308, 2.413, -4.577], [-2.187, 6.608, 1.267], [-5.280, 1.953, -3.530], [-3.521, -3.983, 0.575], [2.649, 2.466, -4.049], [-0.448, -3.543, -2.666], [2.427, 1.656, -2.948], [-3.469, -1.327, 0.048], [1.139, 1.216, -2.649], [-3.753, 0.755, 3.409], [-4.974, 1.397, 3.423], [1.937, -5.085, -1.216], [0.234, -2.527, 4.259], [-4.400, 2.661, 1.488], [-4.396, 0.916, -3.312], [2.172, -0.735, 1.469], [-2.345, -3.284, 0.415], [-5.169, 3.159, -2.867], [-1.570, 5.334, -1.122], [-1.897, 7.331, 0.127], [-2.167, 5.222, 1.197], [-3.161, 2.028, 1.436], [0.089, 1.585, -3.488], [1.804, -1.469, 2.621], [2.516, -2.797, -3.340], [-5.667, -3.838, 0.547], [3.244, 1.358, -2.304], [-1.357, 7.326, -1.939], [-4.661, 3.407, 0.749], [0.690, -1.952, 5.063], [-5.597, -1.369, 0.073], [2.176, -1.927, -3.900], [3.723, 0.639, 0.957], [-6.291, 2.820, 2.527], [3.654, 2.791, -4.284], [3.968, -0.990, 0.374], [2.862, -5.088, -0.641], [-1.326, 4.838, -2.056], [3.562, -2.658, -3.069], [-2.422, 7.129, 2.186], [-0.747, -2.682, -3.263], [-5.870, 3.954, -3.085], [-3.520, 0.022, 4.171], [-2.657, 0.302, -2.243], [-4.504, -0.014, -3.856], [-0.842, -2.585, 4.407], [1.175, -5.618, -0.648], [-0.900, 1.206, -3.283], [2.581, -1.693, 3.339], [-0.227, -4.387, -3.319], [-1.265, -3.804, -1.998], [-3.495, -5.038, 0.806], [-2.394, 4.642, 2.084], [-0.529, 2.700, -5.202], [2.103, -5.595, -2.164], [0.649, -3.536, 4.291], [1.764, 3.514, -5.704], [4.225, -0.644, 2.099], [-3.421, -0.265, -0.144], [-1.387, -3.779, 0.513], [-1.894, 0.562, 2.371], [2.411, -3.693, -3.950], [-4.064, 4.271, -1.426]], "forces_ev_per_angstrom": [[-0.7, 0.5, 0.1], [0.0, -0.6, -0.5], [0.7, 0.4, -0.1], [0.0, 0.0, 0.0], [0.0, 0.0, 0.0], [0.0, 0.0, 0.0], [-0.2, -0.6, 1.2], [0.1, 0.6, -1.2], [0.8, 0.1, 0.4], [-1.9, -0.9, -0.1], [0.2, 0.3, -0.5], [0.2, -0.3, 0.0], [0.0, 0.1, -0.1], [-0.1, -0.4, 0.7], [0.0, 0.0, 0.0], [-0.1, 0.0, 0.0], [0.4, 0.3, -0.2], [0.0, 0.0, 0.0], [0.0, 0.1, -0.1], [0.0, 0.0, 0.0], [-0.2, -0.1, 0.0], [0.0, 0.0, -0.1], [0.2, 0.1, -0.1], [0.4, -0.1, 0.2], [0.0, 0.0, 0.0], [0.0, 0.1, 0.1], [0.1, 0.0, 0.1], [-0.2, -0.1, 0.0], [0.0, 0.0, 0.0], [0.2, 0.0, 0.1], [0.0, 0.0, 0.1], [0.3, 0.1, -0.1], [-0.1, 0.1, -0.3], [0.0, -0.1, 0.1], [0.1, 0.0, -0.1], [0.0, 0.2, 0.0], [0.0, 0.0, -0.1], [0.0, -0.1, 0.0], [0.0, -0.1, 0.0], [-0.2, 0.3, -0.4], [0.2, 0.1, 0.1], [-0.1, 0.0, 0.0], [0.0, -0.1, 0.0], [0.0, -0.1, 0.0], [-0.1, 0.0, -0.1], [0.4, 0.0, -0.2], [0.1, -0.1, 0.1], [-0.2, -0.2, 0.3], [-0.1, 0.1, 0.3], [0.0, 0.0, 0.1], [0.0, 0.0, 0.0], [0.0, 0.0, 0.0], [0.0, 0.0, 0.0], [0.0, 0.0, 0.0], [0.0, 0.0, 0.0], [0.0, 0.0, 0.0], [0.0, 0.0, 0.0], [0.0, 0.0, 0.0], [0.0, 0.0, 0.0], [0.0, 0.0, 0.0], [0.0, -0.1, 0.0], [0.0, 0.1, 0.0], [0.0, 0.0, 0.0], [0.0, 0.0, 0.0], [0.0, 0.0, 0.0], [0.0, 0.0, 0.0], [0.0, 0.0, 0.0], [0.0, 0.0, 0.0], [0.0, 0.0, 0.0], [0.0, 0.0, 0.0], [0.0, 0.0, 0.0], [-0.1, 0.0, 0.0], [0.0, 0.0, 0.0], [0.0, 0.0, 0.0], [0.0, 0.0, 0.0], [0.1, 0.0, -0.1], [0.0, 0.0, 0.0], [0.0, 0.0, 0.0], [0.0, 0.0, 0.0], [0.0, 0.0, 0.0], [0.0, 0.0, 0.0], [0.0, 0.0, 0.0], [0.0, 0.0, 0.0], [0.0, 0.0, 0.0], [0.0, 0.0, 0.1], [0.0, 0.0, 0.0], [0.0, 0.0, 0.0]]}



Record 3
{"formula": "H4O2", "method": "ωB97M-V with the def2-TZVPD basis set", "smiles": "O.O", "lumo_ev": 0.64, "homo_lumo_gap_ev": 11.74, "de_lowest_ev": 0.092, "symbols": ["O", "O", "H", "H", "H", "H"], "positions_angstrom": [[0.432, -0.126, -1.875], [0.010, -0.038, 1.317], [-0.819, -0.521, 1.420], [-0.023, 0.691, -2.104], [0.216, 0.288, 2.199], [0.184, -0.294, -0.957]], "forces_ev_per_angstrom": [[-0.2, 0.0, 0.0], [-0.2, -0.1, 0.0], [0.1, 0.1, 0.1], [0.1, -0.1, 0.0], [0.0, 0.0, -0.1], [0.2, 0.1, 0.0]]}



Record 4
{"formula": "C4H8S", "method": "ωB97M-V with the def2-TZVPD basis set", "smiles": "C=CCCS", "lumo_ev": 0.62, "homo_lumo_gap_ev": 9.49, "de_lowest_ev": 4.409, "symbols": ["S", "C", "C", "C", "C", "H", "H", "H", "H", "H", "H", "H", "H"], "positions_angstrom": [[-0.151, -1.265, -1.474], [-0.350, 1.386, 0.670], [-0.460, -0.043, 1.223], [0.679, 2.207, 1.065], [0.196, -0.855, 0.156], [-1.314, -0.498, 1.394], [0.658, 3.478, 1.129], [1.186, 2.071, 2.000], [0.140, 0.185, 2.260], [1.081, -0.505, -0.089], [0.825, -0.507, -2.452], [-1.213, 1.794, 0.038], [0.656, -1.937, 0.617]], "forces_ev_per_angstrom": [[-0.9, 0.4, -4.5], [-0.9, 2.3, 0.5], [5.3, 4.3, 0.1], [-2.9, 3.4, 1.0], [1.8, -5.6, 3.4], [-4.8, -1.1, 1.2], [-0.2, -3.6, -1.6], [0.9, -1.4, 0.0], [-1.0, -1.9, -2.5], [4.7, 2.4, 0.0], [-1.9, -1.1, 2.7], [1.6, -0.7, 0.5], [-1.7, 2.6, -0.8]]}



Record 5
{"formula": "C23H49N3O10", "method": "ωB97M-V with the def2-TZVPD basis set", "smiles": "CCCNN(CCCN)C(=O)O.CCOC(C)=O.CCOC(C)=O.CCOC(C)=O.CCOC(C)=O", "lumo_ev": 0.11, "homo_lumo_gap_ev": 9.12, "symbols": ["O", "O", "O", "O", "O", "O", "O", "O", "O", "O", "N", "N", "N", "C", "C", "C", "C", "C", "C", "C", "C", "C", "C", "C", "C", "C", "C", "C", "C", "C", "C", "C", "C", "C", "C", "C", "H", "H", "H", "H", "H", "H", "H", "H", "H", "H", "H", "H", "H", "H", "H", "H", "H", "H", "H", "H", "H", "H", "H", "H", "H", "H", "H", "H", "H", "H", "H", "H", "H", "H", "H", "H", "H", "H", "H", "H", "H", "H", "H", "H", "H", "H", "H", "H", "H"], "positions_angstrom": [[2.299, -0.099, 3.447], [7.412, -3.594, 3.987], [-3.817, -7.023, -3.440], [-2.877, 4.078, 0.547], [3.827, 1.200, 2.553], [-2.456, -5.296, -3.383], [-1.506, 5.794, 0.415], [-1.973, 1.505, -3.176], [5.520, -2.965, 3.057], [-2.397, -0.616, -2.813], [-0.281, 1.034, -0.995], [-5.385, -0.653, -1.757], [-1.574, 0.453, -1.033], [5.123, 3.168, 3.170], [-2.002, 0.386, -2.382], [-1.478, 8.016, -0.583], [0.664, 0.175, -0.234], [-3.998, 0.983, -0.556], [4.293, 2.477, 2.108], [0.296, -1.311, -0.267], [3.154, -2.899, 3.633], [6.252, -3.831, 3.780], [-2.537, 1.117, -0.142], [-1.652, -4.306, -4.036], [-2.818, 5.142, -1.569], [-2.390, 4.942, -0.135], [2.701, 1.020, 3.263], [-2.404, -3.002, -4.210], [1.501, -2.068, 0.370], [4.193, -3.242, 2.588], [2.020, 2.214, 3.889], [-3.680, -5.796, -5.462], [-4.531, -0.468, -0.557], [-0.726, 6.725, -0.341], [-3.310, -6.108, -4.031], [5.575, -5.037, 4.390], [1.582, -1.682, 1.385], [0.951, 2.015, 3.927], [-0.847, 8.735, -1.106], [0.157, 6.927, 0.264], [4.536, 3.377, 4.065], [1.669, 0.252, -0.655], [2.393, 2.345, 4.904], [3.463, 3.094, 1.760], [-4.234, 1.504, -1.485], [-2.055, 5.590, -2.201], [5.249, -4.789, 5.399], [-0.796, -4.146, -3.380], [4.730, -5.408, 3.816], [-2.330, 2.181, 0.021], [4.111, -4.273, 2.237], [1.304, -3.136, 0.355], [-2.895, -5.296, -6.024], [-3.716, 5.759, -1.588], [-2.456, 0.636, 0.840], [-1.759, -2.243, -4.649], [3.253, -1.860, 3.934], [-0.369, 6.271, -1.267], [-3.047, 4.167, -1.996], [-4.580, -5.182, -5.471], [-1.796, 8.451, 0.365], [-5.168, -0.599, 0.324], [-3.886, -6.734, -5.973], [-1.253, -4.689, -4.977], [5.521, 4.110, 2.792], [-5.810, -1.571, -1.652], [-6.167, -0.006, -1.705], [-1.335, 1.315, -3.875], [-3.725, -1.195, -0.566], [0.746, 0.470, 0.821], [-4.564, 1.512, 0.212], [4.915, 2.274, 1.237], [4.048, -2.605, 1.717], [2.148, 3.140, 3.332], [6.302, -5.845, 4.440], [2.149, -3.055, 3.241], [-2.377, 7.852, -1.178], [-3.277, -3.128, -4.853], [5.954, 2.532, 3.473], [0.176, -1.644, -1.296], [-2.761, -2.646, -3.256], [-0.296, 1.930, -0.516], [-0.559, -1.539, 0.361], [2.393, -1.774, -0.182], [3.272, -3.510, 4.531]], "forces_ev_per_angstrom": [[-0.1, 0.4, -0.2], [-0.1, 0.1, -0.1], [0.1, 0.1, 0.1], [0.1, 0.4, 0.2], [0.0, -0.3, -0.3], [0.2, -0.2, 0.3], [0.2, -0.2, 0.3], [0.8, 0.7, 0.6], [0.2, 0.1, -0.3], [-1.1, -2.7, -1.3], [0.8, -0.4, 0.5], [0.1, -0.5, 0.4], [-0.2, 1.5, -0.1], [-0.1, 0.0, 0.2], [0.6, 1.7, 0.9], [-0.2, 0.0, 0.0], [-0.5, -0.6, 0.0], [-0.1, -0.3, 0.7], [0.1, 0.3, 0.1], [1.5, -0.1, 0.6], [0.2, -0.2, 0.4], [-0.1, -0.1, 0.3], [-0.5, -0.3, 0.6], [0.0, 0.3, -0.2], [0.4, -0.3, -0.3], [-0.4, 0.2, -0.3], [0.0, 0.2, 0.3], [-0.2, -0.6, -0.3], [-1.0, 1.0, -0.5], [-0.4, 0.0, 0.1], [-0.3, 0.2, -0.4], [0.4, -0.2, -0.3], [-0.8, 0.9, -0.7], [0.0, 0.3, -0.2], [-0.3, 0.1, -0.2], [0.0, -0.4, -0.4], [0.3, -0.3, 0.2], [0.1, -0.1, 0.1], [0.0, 0.0, 0.0], [-0.1, -0.1, 0.1], [0.0, 0.1, 0.0], [-0.1, 0.3, -0.2], [0.0, 0.0, 0.0], [0.0, 0.0, 0.1], [0.2, -0.2, -0.3], [-0.1, 0.2, 0.0], [0.0, 0.0, 0.0], [-0.1, -0.1, 0.1], [-0.1, 0.1, 0.1], [0.2, -0.3, -0.4], [0.1, 0.0, 0.1], [0.3, -0.1, 0.1], [-0.1, 0.2, 0.1], [0.0, 0.0, 0.0], [0.2, 0.0, 0.0], [0.0, 0.0, 0.1], [0.0, -0.2, -0.1], [-0.1, 0.0, 0.0], [-0.1, 0.0, 0.1], [0.0, 0.0, 0.0], [0.1, 0.0, 0.0], [0.5, -0.2, 0.3], [-0.2, 0.0, 0.1], [-0.1, -0.1, 0.0], [0.0, 0.0, 0.0], [0.0, 0.0, -0.3], [0.1, 0.1, 0.0], [-0.3, 0.1, -0.2], [0.0, -0.1, -0.1], [-0.1, 0.1, 0.0], [0.1, 0.3, 0.0], [-0.1, -0.2, 0.0], [0.2, 0.1, 0.0], [0.2, 0.0, 0.1], [0.1, 0.1, 0.2], [0.0, 0.0, 0.0], [0.1, 0.0, -0.1], [0.1, 0.0, -0.1], [0.0, 0.0, -0.1], [-0.4, 0.0, 0.0], [0.0, 0.0, 0.1], [-0.4, 0.1, -0.3], [-0.4, 0.1, -0.4], [0.2, -0.5, 0.1], [0.0, -0.1, -0.1]]}